The following is a DFT calculation (the ωB97M-V functional and the def2-TZVPD basis) of a 2-piece molecular cluster, C5H17ClOSi3 overall in a non-equilibrium geometry.

```
! wB97M-V def2-TZVPD RIJCOSX def2/J DEFGRID3
* xyz 0 1
C -0.378 -1.719 2.515
C -0.485 1.444 1.778
C 2.352 -0.064 1.944
C 0.887 -2.543 -2.200
C 0.957 0.803 -2.284
O 0.231 -0.643 -0.031
Si -3.302 2.168 -1.992
Si 0.467 -0.217 1.614
Si 0.206 -0.861 -1.654
Cl -3.692 2.607 -0.087
H -1.342 -1.465 2.605
H -0.138 -2.558 1.935
H -0.068 -1.870 3.482
H 0.176 2.261 1.745
H -1.244 1.540 0.874
H -1.093 1.382 2.755
H 2.452 0.138 2.910
H 2.805 -1.104 1.634
H 2.666 0.792 1.219
H 0.810 -3.315 -1.494
H 0.416 -2.953 -3.112
H 1.930 -2.554 -2.168
H 1.154 0.805 -3.274
H 0.226 1.537 -2.092
H 1.847 1.016 -1.722
H -3.042 3.591 -2.494
H -4.798 1.782 -2.407
*
```

Computed properties:
E_tot	-43663.2001	eV
energy above the lowest of the compared OMol25 structures with the same formula, charge and spin	120.5	kJ/mol
Kohn-Sham gap (alpha / beta)	5.0975 / 8.4239	eV

=====

The following is a DFT calculation (the ωB97M-V functional and the def2-TZVPD basis) of a 3-piece molecular cluster, C15H21BrClIN4O2S overall in a non-equilibrium geometry.

```
! wB97M-V def2-TZVPD RIJCOSX def2/J DEFGRID3
* xyz 0 1
Cl 5.192 -1.688 1.306
C 4.179 -0.413 0.439
C 2.850 -1.125 -0.043
C 1.803 -0.136 -0.726
C 0.458 -0.255 0.114
C -0.102 0.884 0.848
I 0.836 2.816 0.853
C -1.417 0.625 1.631
Br -2.225 2.130 2.577
C -2.060 -0.699 1.679
C -1.448 -1.860 0.945
N -1.824 -3.179 0.856
S -0.774 -4.028 -0.147
N 0.289 -2.770 -0.537
C -0.173 -1.646 0.124
H 4.745 0.100 -0.383
H 3.882 0.317 1.248
H 3.036 -1.960 -0.779
H 2.403 -1.599 0.887
H 2.153 0.927 -0.813
H 1.544 -0.478 -1.775
H -3.005 -0.856 2.270
C 5.428 -4.403 -4.458
N 4.621 -3.363 -3.854
C 3.237 -3.650 -3.520
C 5.117 -2.128 -3.591
O 4.493 -1.214 -3.087
H 4.969 -4.710 -5.401
H 5.475 -5.259 -3.780
H 6.440 -4.047 -4.653
H 2.586 -2.959 -4.060
H 3.088 -3.505 -2.448
H 2.986 -4.675 -3.789
H 6.174 -2.017 -3.883
C -6.918 4.315 1.854
N -6.123 4.653 3.017
C -6.561 5.735 3.879
C -4.981 3.988 3.326
O -4.269 4.221 4.284
H -6.982 5.187 1.198
H -7.921 4.028 2.177
H -6.470 3.487 1.303
H -5.784 6.502 3.915
H -6.718 5.350 4.888
H -7.487 6.169 3.504
H -4.741 3.188 2.608
*
```

Computed properties:
E_tot	-127449.5233	eV
Kohn-Sham gap	7.5313	eV

=====

The following is a DFT calculation (the ωB97M-V functional and the def2-TZVPD basis) of a 14-piece molecular cluster, C21H68O18S overall in a non-equilibrium geometry.

```
! wB97M-V def2-TZVPD RIJCOSX def2/J DEFGRID3
* xyz 0 1
C 4.326 -2.529 1.261
C 3.782 -1.149 1.046
O 3.511 -0.686 -0.042
O 3.615 -0.440 2.171
C 2.429 0.396 2.209
C 1.184 -0.273 1.642
C -0.085 0.271 2.301
C -1.329 -0.517 1.898
C -1.543 -0.482 0.376
C -2.961 -0.737 -0.072
O -3.289 -2.162 -0.032
S -4.341 -2.624 1.079
O -4.892 -3.855 0.523
O -3.373 -3.106 2.283
H 3.488 -3.225 1.204
H 4.802 -2.609 2.234
H 5.039 -2.734 0.463
H 2.287 0.692 3.246
H 2.639 1.302 1.633
H 1.158 -0.088 0.566
H 1.213 -1.359 1.804
H 0.052 0.220 3.386
H -0.218 1.324 2.035
H -2.211 -0.167 2.444
H -1.165 -1.557 2.203
H -1.202 0.487 0.021
H -0.915 -1.262 -0.071
H -3.669 -0.177 0.546
H -3.082 -0.459 -1.120
H -2.858 -3.872 1.977
C 1.581 1.210 -2.774
O 2.920 1.369 -2.320
H 1.292 2.101 -3.328
H 1.510 0.341 -3.433
H 0.896 1.080 -1.931
H 3.137 0.564 -1.838
C -6.348 -4.651 4.257
O -6.663 -3.516 3.465
H -7.061 -4.679 5.077
H -6.436 -5.577 3.683
H -5.338 -4.581 4.673
H -6.034 -3.489 2.739
C 0.095 3.153 4.474
O 1.390 2.715 4.095
H -0.383 2.339 5.014
H 0.143 4.026 5.133
H -0.518 3.398 3.600
H 1.811 3.436 3.613
C -2.917 -7.073 -0.809
O -3.980 -6.219 -1.206
H -2.960 -7.963 -1.432
H -1.943 -6.595 -0.950
H -3.019 -7.376 0.238
H -3.950 -5.424 -0.661
C 4.001 4.331 -4.024
O 3.514 4.828 -2.780
H 4.041 5.148 -4.741
H 5.005 3.914 -3.913
H 3.333 3.558 -4.409
H 3.486 4.078 -2.174
C -3.170 3.175 0.736
O -2.031 2.480 0.253
H -3.733 2.488 1.367
H -2.885 4.044 1.336
H -3.813 3.507 -0.083
H -1.529 3.089 -0.309
C 3.216 6.037 3.317
O 2.172 5.340 2.635
H 4.157 5.610 2.979
H 3.203 7.101 3.075
H 3.139 5.911 4.400
H 1.332 5.715 2.917
C -4.535 0.607 -3.737
O -4.679 1.356 -2.534
H -4.094 1.270 -4.476
H -3.875 -0.254 -3.599
H -5.501 0.257 -4.109
H -5.073 0.778 -1.875
C -0.077 5.565 -1.783
O -0.842 4.391 -1.506
H 0.460 5.821 -0.873
H 0.648 5.385 -2.579
H -0.724 6.399 -2.062
H -1.321 4.146 -2.303
C -2.899 -6.284 -4.432
O -4.304 -6.291 -4.254
H -2.706 -6.177 -5.498
H -2.431 -5.447 -3.905
H -2.442 -7.218 -4.089
H -4.472 -6.384 -3.309
C 3.221 -2.261 -4.081
O 2.429 -2.441 -2.910
H 2.699 -2.717 -4.919
H 3.371 -1.198 -4.294
H 4.194 -2.745 -3.963
H 2.903 -2.034 -2.176
C 4.489 7.554 -0.832
O 4.126 7.671 -2.194
H 4.211 8.484 -0.338
H 3.959 6.727 -0.348
H 5.566 7.403 -0.709
H 4.343 6.834 -2.618
C 3.229 -6.384 2.647
O 4.042 -5.255 2.947
H 3.312 -6.564 1.578
H 3.566 -7.276 3.180
H 2.179 -6.198 2.892
H 3.978 -5.086 3.890
*
```

Computed properties:
E_tot	-70564.5951	eV
Kohn-Sham gap	9.7279	eV

=====

The following is a DFT calculation (the ωB97M-V functional and the def2-TZVPD basis) of C2H4N2OS as an isolated structure in a non-equilibrium geometry.

```
! wB97M-V def2-TZVPD RIJCOSX def2/J DEFGRID3
* xyz 0 1
C 0.705 0.620 0.836
C -0.584 -1.016 -0.773
N -0.326 -0.285 1.352
N -0.866 -1.056 0.574
O -0.809 1.999 -0.940
S 0.347 1.119 -0.913
H 0.818 1.360 1.489
H 1.576 0.107 0.706
H 0.481 -1.409 -1.013
H -1.343 -1.439 -1.320
*
```

Computed properties:
E_tot	-17997.5630	eV
energy above the lowest of the compared OMol25 structures with the same formula, charge and spin	491.7	kJ/mol
Kohn-Sham gap (alpha / beta)	8.3347 / 8.3357	eV

=====

The following is a DFT calculation (the ωB97M-V functional and the def2-TZVPD basis) of a 5-piece molecular cluster, C5H20N2O4 overall in a non-equilibrium geometry.

```
! wB97M-V def2-TZVPD RIJCOSX def2/J DEFGRID3
* xyz 0 1
C -2.563 0.961 -1.573
C -1.480 -0.090 -1.352
C -0.548 0.340 -0.205
C 0.787 0.851 -0.739
N 1.664 1.335 0.305
C 2.384 0.568 0.983
N 2.399 -0.845 1.056
H -2.255 1.884 -2.064
H -3.345 0.583 -2.238
H -3.036 1.156 -0.611
H -1.944 -0.988 -0.969
H -1.022 -0.257 -2.325
H -0.305 -0.455 0.512
H -1.117 0.990 0.466
H 0.659 1.659 -1.466
H 1.234 0.059 -1.353
H 2.953 0.916 1.851
H 1.773 -1.307 0.390
H 3.265 -1.305 0.777
O 0.202 4.377 0.337
H -0.495 3.719 0.362
H 1.013 3.918 0.564
O 0.302 0.296 3.920
H 1.092 -0.113 3.612
H 0.284 1.086 3.368
O -1.456 -3.203 -0.346
H -1.523 -2.694 -1.156
H -2.065 -3.921 -0.210
O 1.311 -3.074 -0.404
H 1.476 -3.440 -1.264
H 0.356 -3.006 -0.230
*
```

Computed properties:
E_tot	-16678.9449	eV
energy above the lowest of the compared OMol25 structures with the same formula, charge and spin	97.9	kJ/mol
Kohn-Sham gap	9.8422	eV

=====

The following is a DFT calculation (the ωB97M-V functional and the def2-TZVPD basis) of one molecule with the formula C5H7NS in a non-equilibrium geometry.

```
! wB97M-V def2-TZVPD RIJCOSX def2/J DEFGRID3
* xyz 0 1
C -0.265 0.898 2.260
C -0.862 0.893 1.000
C 1.004 0.362 2.860
C -0.272 0.479 -0.161
C 1.042 -0.717 -2.291
N 1.912 -0.413 2.491
S 1.013 -0.641 -0.447
H -1.002 1.054 3.124
H -1.930 1.414 0.828
H 1.143 0.803 3.915
H -0.655 0.569 -1.237
H 0.064 -0.251 -2.714
H 1.258 -1.819 -2.601
H 1.916 -0.042 -2.484
*
```

Computed properties:
E_tot	-17618.9473	eV
energy above the lowest of the compared OMol25 structures with the same formula, charge and spin	453.3	kJ/mol
Kohn-Sham gap (alpha / beta)	8.2048 / 7.0043	eV

=====

The following is a DFT calculation (the ωB97M-V functional and the def2-TZVPD basis) of an isolated ion of composition CH6N6 and charge +2 in a non-equilibrium geometry.

```
! wB97M-V def2-TZVPD RIJCOSX def2/J DEFGRID3
* xyz 2 1
N -3.511 0.731 0.080
N -2.632 0.051 -0.113
N -1.908 -0.935 -0.097
C -0.385 -1.015 -0.318
N 0.388 0.009 -0.073
N 0.165 1.036 0.841
N 1.769 -0.165 -0.338
H -0.095 -1.923 -0.713
H -0.677 1.074 1.428
H 0.492 1.876 0.455
H 2.216 0.522 -0.930
H 1.845 -1.115 -0.791
H 2.332 -0.147 0.569
*
```

Computed properties:
E_tot	-10049.9627	eV
energy above the lowest of the compared OMol25 structures with the same formula, charge and spin	88.6	kJ/mol
Kohn-Sham gap	8.8246	eV

=====

The following is a DFT calculation (the ωB97M-V functional and the def2-TZVPD basis) of a 3-piece molecular cluster, C13H24O6PS overall in a non-equilibrium geometry.

```
! wB97M-V def2-TZVPD RIJCOSX def2/J DEFGRID3
* xyz 1 1
C -1.381 -1.571 1.229
C -2.476 -2.383 1.256
C -2.522 -3.637 0.403
S -4.041 -4.599 0.642
P -5.832 -3.377 0.412
C -6.682 -3.188 2.027
C -5.411 -1.747 -0.319
H -0.767 -1.439 2.119
H -1.044 -1.021 0.345
H -3.391 -2.166 1.809
H -1.701 -4.277 0.719
H -2.365 -3.461 -0.669
H -3.970 -4.892 1.961
H -6.908 -2.142 2.235
H -7.627 -3.721 1.945
H -6.143 -3.609 2.875
H -4.347 -1.556 -0.449
H -5.809 -0.945 0.305
H -5.918 -1.697 -1.278
C 3.883 -1.936 0.904
C 3.061 -1.358 -0.219
C 3.524 -0.008 -0.710
O 2.300 0.562 -1.210
C 1.293 0.023 -0.501
O 0.172 0.436 -0.501
O 1.717 -1.042 0.217
H 3.439 -2.862 1.268
H 4.897 -2.145 0.567
H 3.925 -1.244 1.746
H 2.987 -2.074 -1.042
H 4.273 -0.068 -1.495
H 3.895 0.631 0.093
C 1.913 5.838 -2.063
C 2.688 4.610 -1.660
C 2.888 4.449 -0.171
O 4.109 3.698 -0.113
C 4.826 4.015 -1.225
O 5.968 3.743 -1.386
O 4.053 4.681 -2.115
H 1.888 5.936 -3.148
H 0.889 5.783 -1.693
H 2.385 6.738 -1.669
H 2.236 3.714 -2.095
H 2.078 3.909 0.315
H 3.046 5.401 0.340
*
```

Computed properties:
E_tot	-46269.4131	eV
Kohn-Sham gap	8.1394	eV